Entry 1:
Molecular formula: C41H36FIrN4O5S5
Method: DFT, ωB97M-V/def2-TZVPD

Last column: Löwdin charge in e.
Atoms and positions in Å:
Ir1 -0.39924 0.75002 2.84974  0.97
O1 -4.68588 4.03854 7.34662  -0.07
C1 -3.99124 3.47742 6.55309  -1.05
S1 -3.41622 4.20793 5.04754  0.93
C2 -2.49397 2.83301 4.44543  -1.19
C3 -2.50412 1.70977 5.24361  -1.15
S2 -1.73572 0.23231 4.90081  0.56
S3 -3.41856 1.80930 6.73905  0.94
S4 -1.71677 3.00709 2.94806  0.55
F1 0.88461 4.53812 -2.80423  0.04
C4 1.28514 3.23463 -2.65625  -0.18
C5 1.00384 2.64059 -1.44718  0.12
C6 1.39581 1.30759 -1.18863  -0.03
C7 1.12025 0.72141 0.08798  -0.23
O2 0.43640 1.41433 0.93002  -0.12
C8 1.70818 -0.56548 0.30881  -0.01
C9 2.34297 -1.20737 -0.70719  0.06
N1 2.42643 -0.70752 -1.98692  0.00
C10 3.07054 -1.48207 -2.99429  -0.28
C11 2.70951 -2.92550 -3.17519  -0.07
C12 2.28000 -1.91945 -4.19668  -0.10
C13 2.04518 0.59998 -2.22790  -0.12
C14 2.27708 1.21003 -3.44778  0.06
C15 1.91471 2.56239 -3.68963  -0.12
N2 2.20400 3.11243 -4.98371  -0.12
C16 3.55408 2.92027 -5.49526  -0.12
C17 3.42440 2.79241 -7.03119  -0.08
N3 2.11202 3.39638 -7.35871  0.03
C18 2.01887 4.74232 -6.74778  -0.08
C19 1.79401 4.48256 -5.24334  -0.14
C20 1.74194 -1.29003 1.65523  -0.62
O3 2.68058 -2.05510 1.83275  0.05
O4 0.78901 -1.08927 2.46231  -0.13
H1 0.49193 3.18976 -0.67784  0.14
H2 2.82780 -2.15280 -0.53143  0.15
H3 4.11611 -1.21693 -3.15097  0.16
H4 1.95628 -3.35590 -2.53376  0.10
H5 3.50925 -3.60671 -3.42520  0.11
H6 1.23720 -1.64060 -4.22461  0.11
H7 2.76228 -1.91913 -5.16392  0.10
H8 2.74468 0.64810 -4.23738  0.10
H9 3.99427 2.02060 -5.07402  0.12
H10 4.20663 3.76433 -5.23517  0.14
H11 3.41206 1.74761 -7.34818  0.14
H12 4.22339 3.31605 -7.55576  0.14
H13 1.45476 2.83038 -6.77496  0.19
H14 1.88903 3.37473 -8.35390  0.19
H15 1.18762 5.29939 -7.17943  0.14
H16 2.94463 5.28612 -6.93890  0.14
H17 0.73632 4.58482 -5.00185  0.14
H18 2.35246 5.21337 -4.64361  0.14
O5 -2.08836 -0.19741 1.69206  -0.67
S5 -3.12117 -1.04455 2.33688  0.94
C21 -4.02629 -1.77102 0.87897  -0.25
C22 -5.09301 -2.68318 1.37075  -0.30
C23 -6.12716 -2.18014 2.15586  -0.05
C24 -7.10717 -3.02234 2.64740  -0.08
C25 -7.06684 -4.37639 2.35558  -0.09
C26 -6.04155 -4.88525 1.57714  -0.08
C27 -5.05668 -4.04457 1.08867  -0.05
C28 -2.29556 -2.57850 2.93301  -0.26
C29 -1.65365 -3.46071 1.91655  -0.26
C30 -0.94009 -2.94007 0.84369  -0.06
C31 -0.30714 -3.78250 -0.05004  -0.07
C32 -0.38402 -5.15524 0.10466  -0.09
C33 -1.09821 -5.68019 1.16854  -0.08
C34 -1.73094 -4.84074 2.06739  -0.04
H19 -3.30121 -2.27002 0.23924  0.08
H20 -4.43238 -0.90293 0.35884  0.10
H21 -6.15314 -1.12266 2.37918  0.11
H22 -7.90077 -2.62462 3.26107  0.10
H23 -7.83004 -5.03523 2.73806  0.10
H24 -6.00301 -5.94128 1.35078  0.10
H25 -4.25189 -4.44389 0.48498  0.11
H26 -3.07209 -3.10792 3.48407  0.10
H27 -1.54698 -2.20586 3.63649  0.06
H28 -0.86449 -1.87352 0.70538  0.09
H29 0.25234 -3.35232 -0.86640  0.08
H30 0.10434 -5.81220 -0.59940  0.10
H31 -1.14964 -6.74959 1.30535  0.10
H32 -2.28172 -5.26030 2.89789  0.12
N4 5.68302 3.49364 5.95801  0.13
C35 4.69725 3.08018 5.53853  -0.22
C36 3.49583 2.58303 4.98837  -0.26
C37 2.83732 1.49267 5.55619  -0.04
C38 1.68738 0.99550 4.97043  -0.11
C39 1.16822 1.57094 3.81146  -0.33
C40 1.81537 2.68233 3.27171  -0.13
C41 2.96836 3.18218 3.84272  -0.05
H33 3.23364 1.03866 6.45315  0.11
H34 1.19694 0.14769 5.42747  0.08
H35 1.41279 3.15948 2.39119  0.07
H36 3.46784 4.03663 3.40978  0.11

Values from the calculation:
E, a.u.: -4374.24044
Relative energy (zero: lowest compared OMol25 entry of this formula, charge and spin), kJ/mol: 295.1
Max |F|, Eh/bohr: 0.0561
LUMO energy, eV: -2.0670


Entry 2:
Molecular formula: C41H37BClF2N2O15
Method: DFT, ωB97M-V/def2-TZVPD

Last column: Löwdin charge in e.
Atoms and positions in Å:
C1 4.01887 4.52436 1.61207  -0.11
C2 3.35176 3.41320 0.77708  -0.27
C3 4.26859 2.68229 -0.19006  -0.59
Cl1 5.63892 1.95203 0.75145  0.63
C4 3.59063 1.52702 -0.92566  -0.34
O1 3.13106 0.60689 0.00816  -0.04
B1 2.11510 -0.18471 -0.73152  -0.66
C5 1.24457 -1.12348 0.22471  0.00
C6 1.91293 -2.38841 0.68839  -0.44
O2 1.34458 -3.25540 1.32038  0.07
N1 3.30814 -2.56576 0.33895  -0.20
C7 3.50943 -3.75473 -0.46660  -0.10
C8 4.18732 -2.49642 1.49876  -0.08
O3 1.32995 0.97836 -1.36351  0.00
C9 2.33369 1.79242 -1.84834  -0.24
N2 1.72907 3.18572 -1.82417  0.12
C10 0.38318 3.08008 -2.26500  -0.50
O4 -0.00739 3.04397 -3.35706  0.21
F1 -0.44686 3.06751 -1.22686  0.16
C11 2.39039 4.22002 -2.47657  -0.50
O5 2.08826 5.35302 -2.51953  0.19
F2 3.55008 3.77795 -3.03263  0.11
H1 3.44730 5.45923 1.53971  0.07
H2 4.09034 4.25530 2.67198  0.07
H3 5.03314 4.74409 1.25137  0.06
H4 2.51559 3.84802 0.22621  0.10
H5 2.92402 2.64839 1.42883  0.08
H6 4.76479 3.35866 -0.89688  0.10
H7 4.32155 1.06607 -1.61566  0.14
H8 2.64532 -0.80181 -1.67941  0.12
H9 0.99174 -0.59737 1.16570  0.08
H10 0.28833 -1.41535 -0.23437  0.12
H11 2.89268 -3.69388 -1.37327  0.09
H12 3.26519 -4.68691 0.07142  0.08
H13 4.55879 -3.78479 -0.79021  0.08
H14 4.26879 -3.47025 2.01328  0.08
H15 3.81693 -1.74193 2.20819  0.07
H16 5.18430 -2.15673 1.18431  0.09
H17 2.60137 1.54871 -2.88954  0.16
C12 6.30117 -1.83779 7.20248  0.01
C13 6.13309 -1.05014 6.14470  0.02
C14 5.09585 -1.34750 5.12198  -0.37
O6 4.93908 -0.63244 4.15717  0.11
C15 4.25458 -2.55761 5.32513  0.03
C16 4.42644 -3.34296 6.38482  0.02
C17 5.46090 -3.04628 7.40622  -0.39
O7 5.61898 -3.76067 8.37405  0.09
H18 7.04781 -1.64575 7.96265  0.12
H19 6.73051 -0.16406 5.97040  0.12
H20 3.50729 -2.75171 4.56442  0.12
H21 3.82837 -4.22865 6.55691  0.12
C18 -1.13667 1.95181 3.48634  0.03
C19 -1.61811 0.80428 3.95127  0.01
C20 -0.78616 -0.42338 3.97879  -0.38
O8 -1.23030 -1.46826 4.41334  0.09
C21 0.59734 -0.32714 3.45776  0.01
C22 1.08900 0.81979 2.99536  0.03
C23 0.25814 2.05557 2.98194  -0.35
O9 0.68136 3.10479 2.54712  0.11
H22 -1.72874 2.85758 3.45821  0.11
H23 -2.62702 0.70828 4.32791  0.10
H24 1.17306 -1.24035 3.46377  0.11
H25 2.09058 0.89919 2.58928  0.12
C24 -1.67384 0.95504 -5.07552  0.03
C25 -2.45216 1.97462 -5.42796  0.02
C26 -3.67350 1.76905 -6.24123  -0.38
O10 -4.38398 2.69905 -6.56847  0.09
C27 -4.00957 0.38043 -6.65319  0.01
C28 -3.23356 -0.63944 -6.30422  0.01
C29 -2.00533 -0.43323 -5.48850  -0.38
O11 -1.30618 -1.37575 -5.18433  0.11
H26 -0.78003 1.08789 -4.47964  0.11
H27 -2.22787 2.99253 -5.13534  0.12
H28 -4.90728 0.25798 -7.24292  0.10
H29 -3.44611 -1.66179 -6.58468  0.10
C30 -6.20345 -5.26712 -9.12293  0.02
C31 -6.32188 -4.21316 -8.32094  0.02
C32 -5.49654 -2.99619 -8.52579  -0.37
O12 -5.60202 -2.03367 -7.79600  0.10
C33 -4.53092 -2.99934 -9.65399  0.03
C34 -4.41228 -4.05407 -10.45513  0.02
C35 -5.24147 -5.27074 -10.25577  -0.39
O13 -5.13942 -6.22963 -10.98959  0.11
H30 -6.79171 -6.16710 -8.99728  0.12
H31 -7.01323 -4.18396 -7.48847  0.12
H32 -3.93860 -2.10100 -9.77518  0.12
H33 -3.71591 -4.08397 -11.28333  0.12
C36 -6.25179 2.53610 5.02445  0.03
C37 -7.39519 2.28747 5.65627  0.02
C38 -7.41667 1.91569 7.09452  -0.39
O14 -8.45886 1.69007 7.67093  0.10
C39 -6.11199 1.83075 7.80039  0.02
C40 -4.96814 2.07963 7.16968  0.03
C41 -4.94882 2.45395 5.73254  -0.37
O15 -3.90627 2.68173 5.15834  0.10
H34 -6.20684 2.80728 3.97735  0.12
H35 -8.35830 2.34057 5.16496  0.12
H36 -6.15541 1.55550 8.84642  0.12
H37 -4.00388 2.02288 7.65845  0.12

Values from the calculation:
E, a.u.: -3507.41472
Max |F|, Eh/bohr: 0.0549
Net charge: -1
LUMO energy, eV: -0.5721


Question: Which of these has the highest LUMO energy?
Answer: C41H37BClF2N2O15